Formula: C32H46Br39FNO
Source: OMol25
Level of theory: ωB97M-V/def2-TZVPD

```
120
Properties=species:S:1:pos:R:3:forces:R:3:lowdin_charge:R:1
C 7.622869 -1.643725 -1.191777 -0.2 -0.2 -0.2 -0.15
C 6.950869 -1.364089 -2.611409 -0.1 -0.2 1.6 -0.25
C 5.450812 -0.974493 -2.333513 0.1 -0.1 -0.9 -0.24
C 4.647306 -0.510471 -3.618760 -0.3 0.8 0.7 -0.19
C 3.077950 -0.850373 -3.535566 1.5 0.6 -0.2 -0.18
C 2.375803 0.402885 -2.875764 -0.8 -0.3 -0.4 -0.17
C 1.113443 0.071387 -1.984903 0.3 2.1 -0.7 -0.12
N 1.331208 -0.989788 -0.975514 -0.1 -1.6 1.1 0.00
C 2.571719 -1.053706 -0.350460 0.7 -1.9 2.0 0.00
C 2.926767 -2.038860 0.664672 -3.6 0.0 -2.4 -0.09
C 1.855866 -3.058844 1.072501 -0.9 3.1 -3.4 -0.06
C 0.544301 -2.925539 0.397244 2.3 1.0 0.5 -0.02
C -0.533554 -3.972200 0.803488 0.1 -1.1 -0.2 -0.25
F -1.797154 -3.417805 1.134133 1.1 0.0 -0.3 -0.05
C -0.730017 -5.090208 -0.306338 0.7 0.9 -0.1 -0.18
C 0.284681 -6.295287 -0.048895 -0.3 1.0 -0.8 -0.08
C 0.324135 -1.870840 -0.625058 -0.3 -1.4 1.0 -0.04
C -1.110871 -1.830269 -1.257320 -0.1 0.0 0.0 -0.09
C -2.127173 -0.896170 -0.481444 -0.1 1.0 -0.5 -0.12
C -1.586261 0.532266 -0.136395 -1.7 0.2 0.7 -0.23
O -0.760835 0.491973 1.040845 0.5 0.3 -1.4 -0.21
C -0.178177 1.774788 1.317138 0.7 0.4 1.3 -0.12
H 8.734055 -1.825822 -1.286731 -1.3 0.3 0.2 0.02
H 7.421330 -0.769948 -0.503044 0.4 -0.8 -0.8 0.07
H 7.160786 -2.547644 -0.690232 0.5 0.9 -0.6 0.06
H 6.957998 -2.295204 -3.233094 0.2 0.9 0.4 0.07
H 7.565926 -0.556259 -3.083891 -0.9 -0.6 0.1 0.12
H 4.921252 -1.893052 -1.936499 0.7 0.9 -0.1 0.10
H 5.450259 -0.147285 -1.559037 -0.2 -0.9 -0.7 0.11
H 5.113459 -0.841806 -4.580516 -0.4 -0.1 0.9 0.11
H 4.697350 0.621731 -3.625893 0.1 -1.2 -0.3 0.11
H 2.766369 -0.999945 -4.609734 -0.2 0.1 1.4 0.12
H 2.939846 -1.796068 -2.939225 0.0 0.9 -0.7 0.10
H 1.994901 1.041820 -3.727806 0.3 -0.5 1.1 0.13
H 3.072902 1.066888 -2.296774 -0.4 -0.9 -0.5 0.11
H 0.869013 1.013566 -1.408615 0.2 -1.1 -0.6 0.13
H 0.247836 -0.102408 -2.666430 0.7 -0.4 0.9 0.13
H 3.382723 -0.325212 -0.607376 -1.3 -0.7 -0.1 0.13
H 3.942780 -2.017215 1.098038 -1.0 0.1 -0.9 0.04
H 2.014176 -3.855131 1.834651 -0.5 0.6 -1.2 0.01
H -0.165519 -4.497436 1.730178 -0.5 0.7 -0.8 0.15
H -1.810369 -5.381213 -0.348894 1.0 0.1 0.3 0.09
H -0.505319 -4.588233 -1.294526 -0.2 -0.8 0.9 0.07
H -0.328095 -7.184049 0.229826 0.9 0.5 -0.2 0.02
H 0.996828 -6.014451 0.779990 -0.7 -0.5 -0.8 0.07
H 0.883654 -6.438881 -1.009562 -0.8 -0.2 1.5 0.04
H -1.560345 -2.864984 -1.242638 0.8 1.1 0.1 0.11
H -1.097472 -1.545077 -2.349942 0.2 -0.2 1.2 0.12
H -3.007089 -0.737434 -1.175690 0.9 -0.2 0.7 0.13
H -2.546159 -1.341874 0.454080 0.7 0.2 -0.8 0.11
H -2.494324 1.155289 0.145237 0.8 -0.6 -0.5 0.12
H -1.113531 1.056403 -1.008325 -0.2 -0.6 0.8 0.11
H -0.679610 2.198271 2.247339 0.5 -0.2 -1.5 0.05
H 0.911423 1.649281 1.600394 -1.1 -0.1 -0.4 0.09
H -0.205191 2.483003 0.444515 -0.3 -0.6 0.8 0.10
C -2.766626 4.530669 4.246725 0.0 0.0 0.0 -1.60
Br -2.961280 3.638412 5.951498 0.0 0.1 -0.3 0.58
Br -1.009948 5.312607 4.037777 -0.2 -0.2 0.0 0.55
Br -3.210286 3.363715 2.769396 0.1 -0.1 0.3 0.56
H -3.481838 5.347408 4.232322 0.1 -0.1 0.0 -0.03
C 4.782722 -2.032273 4.267065 0.2 -0.1 0.4 -1.56
Br 3.972159 -1.383112 5.896725 0.1 -0.1 -0.3 0.60
Br 6.331216 -3.134784 4.619574 -0.3 0.1 -0.1 0.60
Br 3.493290 -2.942267 3.136928 1.3 -0.1 3.1 0.82
H 5.129368 -1.163386 3.715574 -0.1 -0.1 0.0 -0.02
C -2.855513 -8.898334 2.430951 -0.1 -0.1 0.1 -1.61
Br -3.207248 -7.938099 0.788595 0.1 -0.3 0.1 0.56
Br -3.290781 -10.774264 2.272084 0.1 0.3 0.0 0.59
Br -1.039548 -8.629179 3.044001 -0.2 0.0 -0.1 0.57
H -3.511885 -8.482103 3.189008 0.1 0.0 -0.1 -0.04
C -4.992555 -3.790807 1.827562 0.1 0.1 0.1 -1.63
Br -5.951170 -2.413363 2.787851 0.1 -0.2 -0.2 0.58
Br -5.210123 -5.528026 2.650949 -0.1 0.4 0.0 0.56
Br -5.465395 -3.822385 -0.049197 0.1 0.0 0.2 0.56
H -3.937745 -3.543144 1.884296 -0.2 -0.1 0.0 -0.06
C -4.942004 4.766553 -0.916177 0.1 -0.2 0.3 -1.63
Br -5.059192 5.647128 0.798821 -0.1 0.1 -0.4 0.54
Br -3.178261 4.946973 -1.697555 -0.2 -0.1 0.3 0.54
Br -5.494436 2.913009 -0.811276 0.2 0.2 0.1 0.54
H -5.637294 5.268504 -1.577547 0.1 -0.2 0.1 -0.15
C 9.493543 -5.267226 -2.059782 0.1 0.0 0.1 -1.59
Br 10.445090 -3.658670 -2.562818 -0.1 -0.3 0.0 0.60
Br 9.670056 -5.644781 -0.172808 -0.1 0.2 -0.3 0.54
Br 7.638288 -5.211438 -2.611166 0.2 0.0 0.1 0.58
H 9.957837 -6.090682 -2.593534 -0.1 0.1 0.1 -0.04
C 11.521534 -9.614358 0.655896 0.0 0.0 0.0 -1.61
Br 10.032431 -8.840284 1.620663 0.2 -0.2 -0.1 0.54
Br 11.726252 -8.834933 -1.104109 0.0 -0.1 0.2 0.55
Br 13.161211 -9.522734 1.675646 -0.3 0.0 -0.2 0.58
H 11.294321 -10.665648 0.512296 0.0 0.2 0.0 -0.03
C -8.239538 8.551658 0.655256 0.0 -0.1 0.0 -1.63
Br -8.422095 7.665250 2.363185 0.1 0.1 -0.2 0.55
Br -6.488862 9.349105 0.448511 -0.2 -0.1 0.0 0.57
Br -8.675825 7.372613 -0.816177 0.1 0.1 0.2 0.56
H -8.961258 9.362018 0.638093 0.1 -0.1 0.0 -0.12
C -6.131680 10.908382 4.235894 0.0 -0.1 -0.1 -1.63
Br -7.795705 10.783303 5.213762 0.3 0.0 -0.1 0.54
Br -5.861871 12.677895 3.503401 -0.1 -0.2 0.1 0.56
Br -4.623959 10.333193 5.303635 -0.2 0.1 -0.1 0.56
H -6.205365 10.224335 3.395087 0.0 0.1 0.1 -0.08
C -6.816426 5.843362 -4.738146 -0.1 0.1 -0.1 -1.59
Br -5.581814 6.722352 -3.534650 -0.2 0.2 -0.6 0.61
Br -6.241999 5.979106 -6.578808 0.0 0.0 0.3 0.59
Br -7.137208 4.008736 -4.216205 0.1 0.3 0.0 0.58
H -7.764028 6.366989 -4.660426 0.2 -0.1 0.0 -0.02
C 1.693911 8.630491 2.845310 0.0 0.1 0.0 -1.62
Br -0.227474 8.698684 2.641778 0.3 0.0 0.0 0.54
Br 2.206445 7.858839 4.543632 -0.1 0.0 -0.2 0.56
Br 2.540958 7.724919 1.359655 -0.1 0.1 0.2 0.55
H 2.051953 9.654913 2.839444 0.0 -0.2 0.0 -0.03
C -11.647335 11.209755 1.458972 -0.1 0.0 0.0 -1.59
Br -12.082665 12.182614 -0.154373 0.1 -0.2 0.2 0.58
Br -12.035369 9.319511 1.287893 0.1 0.3 0.0 0.58
Br -9.818571 11.520503 2.014315 -0.2 0.0 -0.1 0.59
H -12.288039 11.595408 2.245481 0.1 -0.1 -0.1 -0.03
C 0.761758 -7.796459 -4.548143 0.1 -0.2 -0.1 -1.62
Br 1.701048 -8.732032 -3.140142 -0.1 0.2 -0.2 0.58
Br 0.240728 -6.013102 -4.000745 0.1 -0.1 -0.1 0.56
Br 1.771012 -7.773102 -6.196207 -0.1 0.0 0.3 0.58
H -0.152446 -8.348190 -4.742195 0.1 0.1 0.0 -0.03
```
Positions in Å, forces in eV/Å.

Computed properties:
E_HOMO = -11.300 eV
Total charge = +1
Lowest unoccupied orbital energy = -3.7 eV
Gap between HOMO and LUMO = 7.5877 eV
Calculated total energy = -2771828.08009 eV